A molecular structure, C3H7KO5 in a non-equilibrium geometry. Source: the OMol25 dataset; level of theory: ωB97M-V/def2-TZVPD.

```
! RIJCOSX wB97M-V def2-TZVPD def2/J DEFGRID3
* xyz 1 2
K 0.621 -3.044 0.866
O -2.398 1.099 -2.418
O 0.368 -0.384 1.468
O -1.890 3.292 -2.325
O -1.126 1.993 -0.790
O 3.120 -2.163 0.827
C 0.050 0.892 0.936
C -1.882 2.046 -1.877
C -0.889 0.706 -0.238
H -0.427 0.066 -1.004
H 1.215 -0.324 2.038
H -0.423 1.507 1.715
H -1.841 0.265 0.087
H 0.977 1.386 0.610
H 3.598 -1.805 0.055
H -2.266 3.314 -3.214
*
```

## Properties
HOMO (alpha / beta) in eV: -13.5 / -13.5

=====

C29H36N4O2 in the gas phase. Source: the OMol25 dataset; level of theory: ωB97M-V/def2-TZVPD.

```
! RIJCOSX wB97M-V def2-TZVPD def2/J DEFGRID3
* xyz 0 1
O -5.002 2.091 -2.424
O -1.854 -1.208 -0.695
N -3.058 1.906 -1.293
N -0.753 1.660 0.285
N 1.170 0.447 2.045
N -3.772 -0.759 -2.849
C -1.285 3.590 -1.135
C -2.339 -1.692 -4.280
C -4.389 -0.855 -4.039
C 1.845 -1.121 3.758
C 3.394 0.588 3.060
C 2.806 -1.573 4.647
C -2.491 -1.246 -2.967
C 0.543 -1.855 3.630
C 4.356 0.120 3.944
C -1.551 -1.350 -1.877
C 0.426 -0.833 -3.281
C 0.008 1.121 2.593
C -0.141 -1.621 -2.282
C -4.340 -0.109 -1.697
C -1.122 1.069 1.561
C 1.967 -2.724 -1.995
C 4.044 -0.963 4.750
C 0.485 1.059 -0.181
C 1.621 1.122 0.848
C 1.753 -0.989 -3.634
C -2.777 3.326 -1.301
C 0.639 -2.574 -1.617
C 2.524 -1.943 -2.991
C 0.067 -3.419 -0.523
C -4.179 1.418 -1.836
C 2.138 -0.003 2.962
C -3.534 -1.444 -4.949
C 5.693 0.794 4.021
C -0.764 3.116 0.228
H 6.347 0.281 4.722
H -0.737 3.082 -1.929
H -1.108 4.662 -1.231
H -0.176 -1.520 4.379
H 3.561 -2.076 -3.264
H 0.700 -2.922 3.778
H -1.370 0.023 1.359
H 2.585 -2.434 5.262
H -0.078 -2.815 0.371
H -0.178 -0.080 -3.767
H 2.574 -3.464 -1.494
H -2.386 1.342 -0.776
H 1.897 2.175 1.039
H -0.302 0.631 3.515
H 0.277 0.008 -0.384
H -1.466 -2.166 -4.682
H -2.011 1.571 1.947
H 0.245 2.175 2.831
H 3.633 1.440 2.441
H 5.580 1.828 4.349
H -1.425 3.498 1.010
H 2.493 0.600 0.450
H -5.390 -0.495 -4.172
H -3.146 3.738 -2.245
H 4.773 -1.342 5.452
H 0.114 -1.690 2.644
H -3.331 3.816 -0.489
H -3.845 -0.474 -0.797
H 0.233 3.547 0.398
H 0.794 1.540 -1.112
H 2.183 -0.371 -4.408
H -3.757 -1.668 -5.973
H -0.905 -3.820 -0.807
H 0.736 -4.242 -0.282
H 6.171 0.807 3.043
H -5.410 -0.330 -1.660
*
```

## Properties
Energy relative to the best compared isomer or geometry (same formula, charge and spin) in kJ/mol: 0.0
Structure (SMILES): Cc1ccc(C)c(N2CCN(CCCNC(=O)Cn3cccc3C(=O)c3ccccc3C)CC2)c1
HOMO in eV: -7.9

=====

A molecular structure, C41H53BF2MgN8PS in a non-equilibrium geometry. Source: the OMol25 dataset; level of theory: ωB97M-V/def2-TZVPD.

```
! RIJCOSX wB97M-V def2-TZVPD def2/J DEFGRID3
* xyz 1 1
S 1.751 -0.409 -0.694
P 0.514 0.070 2.972
Mg -1.063 0.047 -0.844
F -2.769 2.309 0.339
F -0.633 2.616 0.502
N -4.319 -2.722 1.783
N -1.353 -0.116 -3.270
N 0.450 2.053 -2.357
N -0.972 -2.875 -0.431
N -2.952 -1.820 0.127
N -0.894 -1.945 -1.374
N 3.672 -0.718 -2.507
N 2.563 1.154 -2.797
C -3.617 1.439 4.959
C -0.354 3.110 -2.293
C -1.200 -4.651 1.838
C -1.456 0.861 -4.153
C 2.320 -1.495 4.505
C -3.636 -4.575 3.191
C 2.639 0.023 -2.020
C 0.387 -1.075 -4.604
C 1.417 4.634 -2.737
C 3.808 2.221 1.642
C -0.113 -2.075 4.626
C 3.546 1.073 -3.769
C 3.075 1.006 2.213
C -2.260 0.166 3.228
C -1.030 1.046 3.492
C 1.416 -2.877 6.441
C 1.729 2.271 -2.637
C 4.111 -1.956 -1.929
C -2.677 -5.509 3.529
C -4.035 -1.832 0.814
C -1.459 -5.547 2.854
C 0.904 -0.922 4.529
C 2.267 3.549 -2.814
C -2.160 -3.705 1.474
C -0.476 -2.188 -2.550
C 1.789 1.465 2.904
C -1.107 1.698 4.886
C -0.653 0.961 -5.281
C -0.467 -1.090 -3.500
C -3.385 -3.673 2.161
C 3.524 2.912 4.059
C 0.307 -0.017 -5.491
C -2.301 1.198 5.697
C -3.553 0.932 3.504
C 2.650 -2.211 5.823
C 2.149 2.237 4.181
C -1.978 -2.769 0.378
C 0.472 -3.304 5.325
C 0.070 4.409 -2.490
C 3.792 3.395 2.637
C 4.223 -0.079 -3.586
B -1.576 1.746 0.129
H 1.295 2.155 2.205
H 3.412 -2.967 5.628
H -2.227 1.595 -3.961
H 4.891 -2.374 -2.560
H 0.814 -0.277 5.408
H 3.045 -0.697 4.353
H 4.500 -1.780 -0.924
H -4.581 -4.534 3.713
H 3.017 4.112 2.360
H 3.651 1.826 -4.519
H -1.204 2.780 4.775
H 2.847 0.290 1.421
H -2.230 -0.732 3.845
H 1.394 3.003 4.357
H -0.200 1.520 5.461
H -0.264 -4.656 1.304
H 0.977 0.037 -6.335
H -0.985 -1.735 5.188
H 4.750 3.918 2.600
H -0.636 5.220 -2.428
H -4.405 0.277 3.299
H -0.193 -3.188 -2.886
H 3.726 0.503 2.927
H 3.569 3.760 4.744
H -0.448 -2.362 3.622
H -0.772 1.779 -5.974
H 1.716 -3.742 7.035
H 2.169 1.580 5.051
H -1.056 1.847 2.744
H -3.847 2.506 4.961
H 5.046 -0.492 -4.132
H 4.836 1.936 1.406
H 3.321 3.680 -2.995
H -2.330 1.708 6.662
H 3.077 -1.501 6.534
H 2.408 -2.184 3.662
H -2.191 0.131 5.898
H -3.607 1.771 2.806
H 0.903 -2.183 7.110
H -4.786 -1.083 0.597
H 3.330 2.522 0.706
H 4.316 2.219 4.349
H -2.232 -0.147 2.176
H 1.784 5.640 -2.858
H 1.107 -1.868 -4.745
H -4.425 0.940 5.498
H -0.721 -6.285 3.130
H -1.395 2.900 -2.081
H -5.211 -2.714 2.260
H 3.278 -2.658 -1.854
H -0.338 -3.922 5.717
H -2.879 -6.217 4.319
H 1.030 -3.909 4.609
*
```

## Properties
HOMO in eV: -9.9